ORCA calculation (ωB97M-V/def2-TZVPD) on a 2-piece molecular cluster, C2H9Br2FO2PS overall in a non-equilibrium geometry.

ORCA input file:
```
! wB97M-V def2-TZVPD RIJCOSX def2/J DEFGRID3
* xyz -1 1
O -2.1795 -1.3153 0.2720
S -1.0918 -1.4874 -0.6587
O -0.5271 -0.2702 -1.1937
F -1.8164 -2.1444 -1.9706
P 0.5435 -3.0574 0.1117
H -0.3142 -4.1213 -0.4163
H 1.1361 -2.9049 -1.2142
H 1.2315 -1.8491 0.5450
H -0.2246 -3.0669 1.3439
H 1.5633 -3.9547 0.6003
Br 0.0180 3.7962 2.4302
C -0.0286 3.7345 0.4832
C 0.2356 2.3597 -0.0661
Br 2.1010 1.8529 0.0846
H 0.7037 4.4600 0.1438
H -1.0278 4.0622 0.2058
H 0.0072 2.3283 -1.1275
H -0.3298 1.5777 0.4265
*
```

Values from the calculation:
- orbital gap (eV) = 7.17
- LUMO energy (eV) = 2.78
- E_HOMO (eV) = -4.40

Löwdin atomic charge list, values in e, 8 entries: O -0.421; S 0.464; O -0.439; F -0.316; P 0.201; H -0.087; H -0.079; H -0.088